This record from the Open Molecules 2025 dataset describes a molecular structure, C6H6O at a distorted geometry. The level of theory is the ωB97M-V functional and the def2-TZVPD basis.

Last column: Löwdin charge in e.
Atoms and positions in Å:
C -2.686515 -0.353703 -0.116266  -0.2674
C 0.049933 -0.994544 0.225351  0.0372
C -0.460861 0.827997 0.046565  0.0406
C -1.303270 -0.156426 0.147119  -0.1539
C 0.841826 0.069264 0.442393  -0.2188
C 2.273182 0.347855 0.216283  -0.0670
O -3.610768 0.436475 0.008658  0.0382
H -2.736806 -1.339696 -0.558277  0.1114
H 0.383143 -1.979769 0.007061  0.0973
H -0.637827 1.805226 -0.388578  0.1257
H 2.346855 0.445692 -0.862312  0.0724
H 2.896097 -0.515436 0.328188  0.0704
H 2.645015 1.407070 0.503811  0.1138

Force components x, y, z for each atom (eV/Å):
C -0.1 0.5 -0.5
C 0.5 -0.2 1.3
C 1.4 3.4 0.2
C 0.6 -1.4 0.7
C -1.9 0.0 -1.2
C 0.0 2.1 -1.1
O 0.8 -0.7 0.0
H -1.3 -0.9 -0.3
H -0.3 -1.0 -0.2
H 0.2 0.3 0.2
H -0.1 0.2 -0.7
H 0.6 -0.2 1.1
H -0.4 -2.2 0.4

## Properties
HOMO energy (alpha / beta) in eV: -8.103 / -8.103
M in g/mol: 94.113
Gap between HOMO and LUMO (alpha / beta) in eV: 7.863 / 7.864
ΔE to the lowest compared entry with this formula, charge and spin in kcal/mol: 114.4